Below is 2 unconnected molecules or ions with the total composition C6H12O at a distorted geometry, with properties calculated with the ωB97M-V functional and the def2-TZVPD basis.

Last columns: bonded neighbours and bond lengths (Å).
Element x y z (Å)
1 C 0.648 0.065 1.948  C2 1.511, H7 1.091, H8 1.088, H9 1.099
2 C -0.616 -0.299 1.205  C1 1.511, C3 1.332, C6 1.508
3 C -0.896 -0.124 -0.086  C2 1.332, C4 1.478, H10 1.089
4 C -0.083 0.508 -1.146  C3 1.478, C5 1.327, H11 1.074
5 C 0.677 1.581 -0.970  C4 1.327, H12 1.085, H13 1.081
6 C -1.595 -1.017 2.099  C2 1.508, H14 1.089, H15 1.086, H16 1.086
7 H 0.410 0.787 2.731  C1 1.091
8 H 1.467 0.450 1.344  C1 1.088
9 H 1.029 -0.861 2.400  C1 1.099
10 H -1.852 -0.557 -0.375  C3 1.089
11 H -0.029 -0.134 -2.006  C4 1.074
12 H 0.709 1.996 0.032  C5 1.085
13 H 1.152 2.163 -1.747  C5 1.081
14 H -1.464 -2.095 2.019  C6 1.089
15 H -2.620 -0.774 1.835  C6 1.086
16 H -1.499 -0.783 3.155  C6 1.086
17 H 1.236 -0.964 -3.818  O19 0.964
18 H 2.109 0.111 -4.487  O19 0.974
19 O 1.217 -0.053 -4.133  H17 0.964, H18 0.974

multiplicity: 1
max |F|: 0.025 Eh/bohr
structure (SMILES): C=CC=C(C)C.O
orbital gap: 9.29 eV
HOMO level: -8.44 eV
total charge: 0
energy relative to the best compared isomer or geometry (same formula, charge and spin): 39.8 kcal per mole